[1]
189
Properties=species:S:1:pos:R:3:lowdin_charge:R:1 method="wB97M-V/def2-TZVPD" spin_multiplicity=1 total_charge=+1
Hf 2.74155 -4.27729 -3.57280 0.71
Br -4.60110 3.40236 -8.53963 0.54
Br -1.96442 4.66455 -10.20961 0.54
Br -4.00920 4.64726 8.39073 0.56
Br -9.60361 1.25450 8.40856 0.46
Br -8.33997 1.37852 5.36015 0.49
Br -3.61132 7.86622 8.08306 0.54
Br -11.34989 2.85699 6.11158 0.48
Br -3.88207 2.61035 -11.48344 0.51
Br -6.57355 6.64316 8.36038 0.50
O 5.92985 -0.20567 -4.12142 0.00
O -4.51967 -5.94987 -3.32294 0.10
O 1.85283 -3.04616 -8.08765 -0.19
O 1.02168 12.86612 -3.50707 0.06
O 4.20520 -3.54937 9.88332 0.08
O -0.00661 13.24529 -5.37203 0.10
O 7.13899 -4.19399 2.41411 0.09
O -8.61097 -5.12427 10.73515 0.06
O -7.91082 -6.97427 11.55351 0.08
O 0.95978 -7.97316 0.62608 0.05
O 0.06271 -1.33655 -0.18063 -0.02
O -3.16467 -4.77262 -4.42517 0.01
O 6.54829 -3.02744 0.71532 0.08
O 5.73644 -4.44031 11.12658 0.06
O -0.28103 -9.73062 0.52821 0.07
N -11.34077 2.55275 -0.96632 0.00
N 5.32290 -3.55232 10.33588 -0.34
N -7.73237 -5.99686 10.83386 -0.34
N 0.37228 -8.90775 1.16788 -0.34
N -0.33174 -0.02967 0.33227 0.02
N -4.34420 -5.14382 -4.17098 -0.33
N 7.30441 -3.29555 1.61628 -0.37
N 6.97906 0.74347 -4.22697 0.05
N 0.30791 12.54520 -4.45315 -0.35
N -6.52700 7.27909 1.09010 0.00
C 9.69686 -2.90605 2.31693 0.00
C 6.27760 -2.72744 9.66918 -0.16
C -6.48490 -5.74496 10.14073 -0.13
C -1.72592 2.00620 0.03616 -0.15
C 10.84881 -2.09349 2.37324 -0.05
C -4.06321 -5.37669 8.88889 -0.07
C 8.91906 -0.80843 -4.20647 -0.04
C -1.26493 8.50093 -4.15003 -0.09
C 8.06600 -1.05800 8.30946 -0.08
C -9.86552 1.50212 -2.30487 -0.15
C 7.58274 -2.60831 10.12213 0.00
C -10.02210 0.71018 -1.19887 -0.12
C 0.42367 -9.29159 5.49230 -0.07
C 9.19317 1.36091 -5.29947 -0.13
C -5.78290 8.37737 1.57712 -0.13
C -0.29403 -10.18795 4.68809 -0.07
C 9.62372 -0.30646 1.29726 -0.09
C -5.33812 -6.28386 10.69517 0.00
C 6.77733 -1.16592 7.86489 -0.08
C 2.62503 -2.98763 -10.39111 -0.09
C -10.69526 2.61697 -2.17616 -0.14
C 0.05398 10.30546 -3.21442 0.00
C -6.32221 -3.97789 -7.22311 -0.06
C -0.83197 10.51204 -5.43590 0.00
C -2.81288 -0.33289 -0.32228 0.02
C 8.58451 2.78681 -5.66957 -0.12
C -3.83017 4.09042 -10.19885 -1.56
C -4.71299 6.29897 7.69784 -1.57
C 1.13802 -8.11961 3.45901 0.02
C -7.67255 -4.02883 -6.75516 -0.04
C -10.96829 1.37131 -0.32808 -0.10
C -0.26511 0.04893 1.86165 -0.41
C -10.04436 1.31913 6.41118 -1.41
C 7.68003 -0.35289 -6.46962 0.01
C 6.45212 2.15618 -4.37882 -0.45
C -4.18595 -6.28505 9.91523 -0.07
C 5.78842 2.61625 -3.02511 -0.02
C -1.74105 2.23299 1.55535 -0.17
C -6.30835 8.82861 2.76739 -0.08
C -5.50850 -4.70528 -5.11571 -0.08
C -1.44101 9.21771 -5.31363 -0.06
C 1.09980 -1.15153 -9.49037 -0.06
C 1.14125 -0.15642 2.50007 -0.05
C 8.48177 -1.75871 9.45858 -0.05
C -1.04204 0.80640 -1.84304 -0.06
C 1.15782 -8.29827 4.87866 -0.07
C -7.49542 7.02744 1.98073 -0.18
C -0.13361 11.10199 -4.40692 -0.11
C -6.36170 -4.83262 9.04702 -0.01
C -7.88554 -4.59036 -5.52874 -0.11
C -0.43627 1.60527 2.12264 -0.14
C 1.49773 -2.67891 -9.42659 -0.55
C 5.60642 2.36659 -5.66673 0.00
C 8.51814 -1.09099 1.31270 -0.03
C 0.46037 -9.06523 2.64006 -0.12
C -0.43605 9.01132 -3.13715 -0.08
C 8.19675 0.24157 -5.03248 -0.42
C 5.86814 -2.05496 8.49084 0.03
C -0.26766 -10.07861 3.30829 -0.01
C -1.36649 -0.82110 2.55862 0.01
C -5.17155 -4.63611 8.40505 -0.07
C 7.58390 3.16037 -4.50538 -0.17
C -5.29124 -4.26562 -6.38725 -0.05
C 8.50012 -2.44042 1.76072 -0.12
C 10.80913 -0.74285 1.94328 -0.04
C -1.47627 0.52365 -0.42027 -0.46
C -6.86342 -4.84803 -4.67621 -0.01
C -7.44423 7.96993 2.92100 -0.14
H -4.99709 8.61995 0.87708 0.10
H 6.53212 2.72692 -2.23597 0.08
H 10.02027 1.38231 -4.58986 0.12
H 1.95970 0.33413 1.97317 0.08
H -0.26045 8.39659 -2.26670 0.10
H 5.55656 3.40198 -6.00376 0.10
H 11.79671 -2.49676 2.69769 0.10
H -10.79835 3.52388 -2.75347 0.10
H -6.17987 -3.78324 -8.27584 0.11
H 0.41849 -0.94206 -10.31500 0.07
H 9.42103 -1.49777 9.92346 0.11
H -9.30649 1.34127 -3.21482 0.09
H 0.35380 2.07977 1.54064 0.11
H -1.73324 7.53340 -4.04529 0.10
H -6.26639 6.72176 0.28912 0.14
H 7.42301 0.40434 -7.21032 0.07
H 1.62482 -7.53647 5.48526 0.10
H -2.71434 -1.35585 0.04098 0.08
H 6.54010 -0.73369 6.90401 0.10
H 7.92311 -3.10527 11.01856 0.12
H -4.29763 -4.09341 -6.77388 0.12
H -0.90355 -10.77701 2.78459 0.11
H -5.11768 -4.10002 7.46905 0.11
H 0.58731 -3.22151 -9.68119 0.12
H 9.63620 1.09336 -6.25876 0.12
H 1.46558 -1.19582 2.55055 0.08
H -3.08732 -5.29087 8.43427 0.10
H -9.69533 -0.29134 -0.96101 0.08
H 7.18147 4.17293 -4.53484 0.12
H -2.53145 1.76218 2.13991 0.10
H 0.68577 10.62695 -2.39961 0.11
H 8.23275 -1.57187 -3.84009 0.09
H -8.19522 6.22491 1.80010 0.11
H 9.45265 -0.30178 -3.40229 0.08
H -3.34486 -0.33514 -1.27365 0.09
H -6.11500 9.68265 3.39957 0.09
H 1.97569 -0.51320 -9.60639 0.07
H 3.62387 -2.75928 -10.01924 0.07
H 8.08204 2.63483 -6.62483 0.09
H -2.31131 -0.28717 2.45708 0.06
H -0.94915 -10.94965 5.08438 0.11
H -8.88599 -4.66404 -5.12865 0.11
H -1.51473 -1.78448 2.07074 0.08
H 9.75034 -1.31633 -4.69546 0.10
H -1.61291 1.59982 -2.32544 0.09
H 9.28592 3.61104 -5.79903 0.11
H 7.64218 -0.61056 0.90249 0.11
H -8.21981 8.18980 3.63971 0.09
H -2.73801 2.30651 -0.23512 0.13
H -10.51002 0.36314 6.17173 -0.03
H -3.29645 -6.82511 10.20425 0.11
H 8.42347 -1.07641 -6.80418 0.08
H 11.65972 -0.08581 2.04899 0.10
H -7.09909 -5.20778 -3.68553 0.12
H -2.12510 8.84910 -6.06366 0.10
H -3.35059 0.14397 0.49721 0.07
H 0.01588 1.05812 -1.91752 0.09
H -0.27377 1.92696 3.15133 0.12
H -5.25575 -6.76654 11.65778 0.12
H 9.76524 -3.89192 2.75256 0.12
H -4.43481 4.90412 -10.59934 -0.02
H -11.90317 3.30887 -0.60291 0.14
H 0.45861 -9.27716 6.57163 0.11
H -1.81542 3.29255 1.80013 0.11
H -1.15479 11.15592 -6.24065 0.11
H 4.89031 -2.16817 8.04651 0.11
H 0.57177 -0.79062 -8.60774 0.06
H 1.60987 -7.26144 3.00372 0.11
H 5.50410 3.66815 -3.05291 0.09
H 4.57494 2.01729 -5.62049 0.09
H 9.51966 0.72457 0.99305 0.10
H -0.95417 2.64918 -0.38703 0.12
H 4.99236 1.91994 -2.76140 0.08
H 6.79340 -0.98656 -6.49116 0.08
H -4.79355 6.22824 6.61313 -0.03
H 2.52520 -4.07077 -10.32073 0.07
H -7.21885 -4.25850 8.72752 0.11
H -1.15615 -0.00397 -2.56302 0.09
H 1.21621 0.28820 3.49244 0.09
H -1.05775 -0.97534 3.59254 0.09
H 2.58284 -2.61339 -11.41398 0.07
H 6.06551 1.85521 -6.51279 0.06
H 8.28533 3.22847 -3.67384 0.12
H 8.77839 -0.37522 7.87048 0.10
H -8.52613 -3.78139 -7.36881 0.11
H -11.28093 1.13578 0.67849 0.09

---

[2]
246
Properties=species:S:1:pos:R:3:lowdin_charge:R:1 method="wB97M-V/def2-TZVPD" spin_multiplicity=2 total_charge=+1
O -16.15540 -1.71578 -0.20414 -0.23
O -6.33464 9.17822 -5.18396 -0.22
O -9.02663 8.39518 0.10082 -0.20
O -4.11639 -1.16679 1.90513 -0.02
O -19.37679 1.06654 0.97691 -0.17
O -19.22598 -1.38342 5.22730 -0.17
O -17.04782 9.12423 2.02783 -0.02
O -3.41486 2.45061 -3.38726 -0.01
O -5.91093 5.57831 2.27154 -0.20
O -11.02417 1.54684 1.55003 -0.01
O -5.32190 3.83242 -5.00516 -0.24
O -16.31783 1.05151 3.89347 0.08
O -11.06763 -3.06947 -1.35238 -0.21
N -19.15967 1.30642 3.78411 -0.06
N -6.98305 6.35746 -4.27444 -0.05
N -5.38136 -1.76593 2.00261 -0.08
N -6.05514 7.75566 -0.15555 -0.05
N -13.40356 -3.35033 0.14533 -0.06
N -17.15376 7.83506 1.52587 -0.12
N -3.30284 2.70305 -2.10385 -0.13
N -15.50905 1.16254 5.02822 0.07
N -11.24389 1.11908 0.25121 -0.12
C -14.23447 3.24421 4.52808 0.04
C -13.71778 1.43845 7.15894 -0.21
C -11.28512 1.01742 -2.57702 -0.17
C -18.19318 7.71961 0.39134 -0.43
C -18.61880 0.84720 -0.18297 -0.11
C -10.21617 0.28842 -1.83767 -0.18
C -2.50968 5.12444 -2.59508 -0.05
C -2.03787 4.08207 -0.42839 -0.15
C -5.76393 6.78808 -4.95677 -0.17
C -4.48829 -4.20191 2.08011 -0.02
C -1.96534 2.86424 0.42515 -0.17
C -9.16250 2.20815 -0.71839 -0.03
C -6.30764 0.06770 3.41920 -0.01
C -15.86265 -3.11609 0.32650 -0.15
C -9.92452 0.89493 -0.47792 -0.44
C -16.10195 -1.57554 -1.61732 -0.12
C -13.39851 0.17034 4.10757 0.03
C -19.42593 -0.11425 5.78366 -0.25
C -18.13091 6.32815 -0.18476 -0.17
C -5.06327 -3.04312 -0.08385 -0.02
C -12.62950 3.18465 -0.26915 -0.02
C -14.73307 8.28881 0.71773 -0.01
C -5.08048 5.72252 1.04187 -0.14
C -4.64730 0.78522 -1.30417 -0.03
C -0.72569 3.41356 -2.56947 -0.02
C -20.02879 1.04965 4.94854 -0.17
C -15.28137 2.60236 5.48562 -0.32
C -5.27956 -1.96829 4.47202 -0.05
C -19.81730 2.29964 2.92685 -0.20
C -5.43323 3.07959 -6.21092 -0.09
C -7.23975 5.02192 2.13819 -0.10
C -8.47775 7.59785 -0.98291 -0.17
C -6.78825 -3.76639 1.50832 -0.17
C -8.93418 -0.09249 0.28641 0.00
C -15.34655 -1.28462 4.88957 0.00
C -14.76269 2.44992 7.04920 -0.14
C -14.16316 0.08336 6.61127 -0.09
C -14.55816 -3.14213 1.07417 -0.20
C -15.78544 7.32687 1.43535 -0.53
C -7.54359 -3.66506 2.80463 -0.18
C -12.63795 1.07250 -1.78664 -0.08
C -6.22153 7.88124 -5.94343 -0.16
C -2.16310 3.78883 -1.95055 -0.39
C -5.39209 -3.15357 1.40718 -0.48
C -20.31604 -2.32171 5.22596 -0.09
C -3.19753 1.91988 0.24514 -0.13
C -10.80430 -3.54989 -0.03855 -0.18
C -6.04692 -1.48395 3.26629 -0.47
C -7.46647 -2.20863 3.28521 -0.11
C -12.51372 1.67415 -0.29212 -0.43
C -3.26142 1.52580 -1.25285 -0.46
C -15.24781 7.15557 2.75698 -0.09
C -6.75458 5.19022 -3.52594 -0.25
C -16.70166 3.25669 5.64164 -0.01
C -16.76252 5.85642 -0.51970 -0.17
C -19.54247 7.89152 1.17344 -0.02
C -9.94721 -3.20752 -2.25308 -0.09
C -6.85863 10.21059 -5.99923 -0.12
C -6.62081 3.92850 -4.37256 -0.19
C -10.14952 7.89417 0.79581 -0.12
C -19.20093 2.34437 1.57230 -0.23
C -2.05947 0.48652 -1.52051 0.00
C -12.10739 -3.14634 0.78283 -0.18
C -6.99754 8.16062 -1.24537 -0.14
C -14.62105 0.08479 5.08020 -0.45
C -5.77264 6.32980 -0.19373 -0.24
C -13.63244 0.91640 0.49609 -0.04
C -15.89080 5.89996 0.80639 -0.11
C -17.96754 8.80480 -0.69552 -0.01
H -8.01579 -0.25523 -0.27766 0.09
H -14.93766 5.39280 0.65665 0.09
H -1.76474 5.86397 -2.30137 0.10
H -9.74390 3.03230 -1.13173 0.08
H -6.50310 8.00626 0.71430 0.10
H -7.12652 7.65044 -6.50541 0.12
H -4.66336 0.12988 -2.17502 0.08
H -15.78595 -0.65135 -2.10116 0.08
H -7.47678 -3.27935 0.81781 0.09
H -4.43938 2.74449 -6.50769 0.09
H -13.46370 -2.73334 -0.65205 0.09
H -14.18771 2.69562 3.58735 0.07
H -2.57820 5.02703 -3.67855 0.08
H -5.54023 -1.42044 5.37756 0.08
H -6.90491 11.16559 -5.47582 0.09
H -19.93469 6.96306 1.58844 0.07
H -2.01054 3.21710 1.45546 0.11
H -1.07969 0.81487 -1.17363 0.06
H -5.51323 1.44004 -1.40162 0.08
H -5.28001 5.95710 -5.46999 0.11
H -17.22653 0.93110 4.17870 0.07
H -19.62711 8.67373 1.92782 0.08
H -4.24863 6.40194 1.22764 0.12
H -13.49774 1.46872 8.22607 0.13
H -13.04512 0.06239 -1.74186 0.10
H -5.10984 6.16592 -1.04340 0.09
H -0.64721 3.17902 -3.63104 0.08
H -10.57084 -4.60187 0.12559 0.12
H -8.10671 -1.52216 2.73118 0.09
H -7.19417 -4.34562 3.58106 0.11
H -3.54198 -3.67158 2.18666 0.09
H -15.38761 -2.35151 -1.89244 0.08
H -16.57918 4.25214 6.06846 0.10
H -5.27212 -3.05348 4.57405 0.07
H -3.47879 5.53641 -2.31362 0.05
H -7.02957 9.24881 -1.19128 0.12
H -4.21187 -1.75800 4.53470 0.08
H -7.07789 0.38939 2.71825 0.05
H -12.92991 1.86283 6.53664 0.10
H -17.26140 8.98254 2.95298 0.11
H -11.37040 0.34350 -3.42947 0.11
H -10.30375 -2.76250 -3.18202 0.09
H -19.90788 -0.06896 6.76027 0.12
H -5.86616 5.18925 -2.89443 0.09
H -13.60059 3.40667 0.17334 0.06
H -19.66203 3.32367 3.26652 0.13
H -13.45389 -0.73998 6.69585 0.13
H -7.79476 9.84970 -6.42529 0.08
H -9.69804 -4.23309 -2.52552 0.09
H -16.31073 -1.32547 5.39632 0.08
H -18.88778 1.49086 -1.02050 0.09
H -9.43727 -1.05450 0.38414 0.05
H -12.57959 0.66452 4.63033 0.09
H -10.92001 1.99368 -2.89593 0.11
H -17.39281 2.78171 6.33792 0.08
H -9.97320 -2.97632 0.37183 0.08
H -15.11788 8.11361 3.26034 0.09
H -5.92729 -2.65925 -0.62626 0.07
H -16.23812 5.07934 1.43413 0.10
H -19.98152 1.85924 5.67684 0.12
H -2.23530 -0.45648 -1.00288 0.07
H -14.44947 3.44191 7.37470 0.13
H -2.20052 0.32729 -2.58955 0.08
H -13.12181 -0.86543 3.91082 0.10
H -8.67008 0.29953 1.26859 0.05
H -11.05905 8.13624 0.24603 0.07
H -16.69847 -3.42972 0.95192 0.11
H -3.97603 3.21337 -3.54505 0.07
H -12.03961 -3.42010 1.83571 0.11
H -14.65611 -3.74280 1.97844 0.12
H -4.66893 4.72164 0.91159 0.09
H -13.23818 3.25627 4.97009 0.10
H -6.72403 0.25178 4.40957 0.08
H -5.43435 0.71116 3.31236 0.08
H -7.89682 -2.14744 4.28479 0.11
H -13.76920 7.79678 0.58749 0.07
H -20.34143 -2.86944 4.28392 0.09
H -7.43816 3.86862 -5.09122 0.12
H -6.56781 7.87057 -2.20417 0.09
H -2.72821 4.88838 -0.18064 0.10
H -10.21784 8.31389 1.79944 0.09
H -7.93150 5.51448 1.45484 0.06
H -18.39196 8.51210 -1.65589 0.09
H -18.18784 2.72432 1.70417 0.12
H -14.14679 1.66369 1.10033 0.05
H -19.78875 3.02287 0.95408 0.13
H -10.26137 6.80995 0.78826 0.07
H -15.44866 -1.63845 3.86366 0.08
H -0.32442 2.58559 -1.98505 0.05
H -9.05123 -2.68104 -1.92423 0.08
H -5.43101 8.01895 -6.68115 0.11
H 0.06292 4.13564 -2.35779 0.08
H -17.09775 -1.80607 -1.99592 0.08
H -7.08844 3.95318 1.98658 0.08
H -18.63781 -0.17996 -0.54723 0.08
H -7.62253 7.04960 -3.91098 0.11
H -14.39256 6.51585 2.97472 0.09
H -7.47206 4.97913 -2.73298 0.11
H -9.25474 0.31002 -2.35077 0.13
H -10.63043 -0.71775 -1.77348 0.10
H -20.84887 1.95633 2.84887 0.13
H -6.95348 -4.80469 1.22069 0.13
H -21.36926 -2.04663 5.28213 0.08
H -16.11233 6.64318 3.17906 0.09
H -12.21747 -2.06200 0.76884 0.09
H -12.59841 3.59464 -1.27862 0.08
H -4.39455 -5.05161 1.40386 0.09
H -4.25728 -2.31581 -0.18141 0.06
H -6.66978 5.74742 -0.40363 0.08
H -7.89700 5.12496 3.00161 0.08
H -21.03688 0.74599 4.66632 0.12
H -16.60115 4.84106 -0.88179 0.10
H -14.54451 9.24582 1.20423 0.08
H -8.69976 2.53988 0.21108 0.07
H -14.94745 -2.13598 5.44093 0.10
H -18.14623 9.85012 -0.44357 0.09
H -9.01829 7.93372 -1.86784 0.11
H -13.25759 1.76065 -2.36163 0.11
H -8.60057 -3.86166 2.62506 0.10
H -11.51747 0.88798 2.04414 0.07
H -6.15789 10.30569 -6.82870 0.08
H -14.61729 4.12964 4.02057 0.09
H -5.78859 3.70091 -7.03298 0.09
H -14.49289 -2.08307 1.32364 0.09
H -17.08256 3.35654 4.62525 0.07
H -13.63096 0.67266 3.16856 0.05
H -4.19469 -0.50195 1.21705 0.04
H -11.86521 3.72705 0.28741 0.08
H -16.25814 6.34808 -1.35155 0.11
H -5.07177 7.30948 -4.29559 0.12
H -18.50377 5.55310 0.48484 0.11
H -14.57113 0.65650 0.00678 0.07
H -16.90744 8.87729 -0.93848 0.06
H -18.72919 6.18598 -1.08473 0.13
H -19.07768 0.45943 3.24006 0.11
H -14.99055 8.42891 -0.33211 0.06
H -14.98621 -0.28543 7.22338 0.12
H -13.41827 0.03575 1.10164 0.06
H -15.40281 2.18456 7.89058 0.12
H -17.55143 0.94307 0.01612 0.08
H -6.10148 2.22546 -6.10135 0.09
H -18.47983 0.27839 6.15624 0.10
H -4.96912 -4.48112 3.01763 0.07
H -15.88406 -3.90118 -0.42932 0.12
H -1.04702 4.47042 -0.19283 0.12
H -8.29417 2.04847 -1.35762 0.07
H -8.56436 6.51479 -0.89577 0.09
H -1.07005 2.25361 0.30815 0.11
H -4.77544 -0.06477 -0.63395 0.05
H -4.17489 2.33797 0.48612 0.10
H -3.17269 1.00028 0.82978 0.09
H -20.31641 -2.97877 6.09566 0.09
H -4.72388 -3.94921 -0.58576 0.09
H -6.73401 3.10014 -3.67320 0.11
H -20.28137 8.21164 0.43882 0.08

---

The strongest force on any atom results, record by record, are as follows: 7.3 6.5 eV/A.
The total energy results, record by record, are as follows: -749163.6764 -114067.7993 eV.